No. 1
A cluster of 2 separate species, C10H18O2S in total at a distorted geometry, computed with ωB97M-V with the def2-TZVPD basis set.

Each line ends with the Löwdin charge.
Cartesian coordinates (Å):
C1 -0.06784 0.59775 0.28017  -0.0384
C2 0.59735 -0.38918 0.23625  0.0324
C3 -1.41010 2.03240 -1.17517  -0.0301
C4 0.71342 2.80973 -0.14284  -0.0585
C5 -1.15335 2.51206 1.31748  -0.0748
C6 2.48092 -2.04964 0.79491  -0.0295
C7 1.41809 -1.94893 -1.45736  -0.0622
C8 0.08736 -2.82126 0.44376  -0.0484
C9 -0.53129 1.95554 0.08783  -0.6396
C10 1.16736 -1.74962 0.02618  -0.5686
O1 -3.57776 -0.49514 1.32589  -0.4045
O2 -3.67770 -1.32981 -0.93380  -0.4045
S1 -2.85698 -0.96709 0.18321  0.8671
H1 -2.48798 2.08812 -0.80373  0.1059
H2 -1.22722 2.96562 -1.65546  0.0611
H3 -1.13164 1.18097 -1.81904  0.0946
H4 1.36106 2.59486 -1.04503  0.1137
H5 1.35348 2.82758 0.63633  0.0446
H6 0.36396 3.79038 -0.48914  0.0879
H7 -1.99441 1.89510 1.76289  0.0948
H8 -1.45444 3.58453 1.31629  0.1036
H9 -0.45199 2.44959 2.15347  0.0863
H10 2.31383 -2.87298 1.37363  0.0350
H11 3.21774 -2.39279 0.06714  0.0720
H12 2.86102 -1.09838 1.30791  0.1158
H13 0.57776 -2.04196 -2.07182  0.0610
H14 1.93647 -2.90938 -1.46216  0.0809
H15 2.10464 -1.10909 -1.83918  0.1241
H16 0.30959 -3.79094 0.13311  0.0667
H17 -0.76138 -2.61617 -0.09435  -0.0029
H18 -0.07999 -2.70186 1.54261  0.1143

Output
**HOMO level**: -9.57 eV
**ΔE to the lowest compared entry with this formula, charge and spin**: 79.50 kcal per mole
**E_LUMO**: -0.84 eV
**Total energy**: -25588.98025 eV
**Multiplicity**: 1

=====

No. 2
The molecule C10H18Si at a distorted geometry, computed with ωB97M-V with the def2-TZVPD basis set.

Each line ends with the Löwdin charge.
Cartesian coordinates (Å):
C1 -4.51432 -0.81537 0.54005  -0.0276
C2 -3.17441 -0.16972 0.09217  -0.2748
C3 -1.99502 -0.26613 0.71965  -0.1468
C4 -0.95940 0.50830 -0.01695  -0.3190
Si1 0.55737 -0.79379 -0.45878  0.7989
C5 2.28374 -0.03643 0.03208  -0.7349
C6 3.33690 -1.13456 -0.31203  -0.1093
C7 2.53458 1.22239 -0.81866  -0.1043
C8 2.35027 0.33247 1.47343  -0.1437
C9 -1.86830 1.29307 -1.05080  -0.0897
C10 -3.07982 0.83928 -0.97400  -0.0926
H1 -5.28890 -0.15410 0.24165  0.0542
H2 -4.47131 -1.00431 1.61602  0.0811
H3 -4.59999 -1.68505 -0.02522  0.0480
H4 -1.78057 -1.04622 1.44134  0.1034
H5 -0.48732 1.18589 0.71879  0.0984
H6 0.62801 -1.13907 -1.86915  -0.0452
H7 0.42564 -2.20490 0.12010  -0.0177
H8 4.26458 -0.79750 -0.00385  0.0435
H9 3.18839 -1.98239 0.44263  0.1004
H10 3.32502 -1.34856 -1.34900  0.0617
H11 1.96210 2.04433 -0.26753  0.0990
H12 2.27536 1.33142 -1.86671  0.0762
H13 3.50110 1.51898 -0.77304  0.0334
H14 1.73348 1.19285 1.70413  0.0537
H15 1.99618 -0.66468 2.08455  0.1327
H16 3.37640 0.65532 1.82993  0.0998
H17 -1.47355 1.93623 -1.81081  0.0892
H18 -4.04618 1.18224 -1.45999  0.1322

Output
**HOMO level**: -8.37 eV
**SMILES**: CC1=C[C@@H]([SiH2]C(C)(C)C)C=C1
**ΔE to the lowest compared entry with this formula, charge and spin**: 60.82 kcal per mole
**E_LUMO**: 0.81 eV
**Total energy**: -18537.11380 eV
**Multiplicity**: 1

=====

No. 3
The molecule C10H18Si at a distorted geometry, computed with ωB97M-V with the def2-TZVPD basis set.

Each line ends with the Löwdin charge.
Cartesian coordinates (Å):
C1 -1.63238 1.82927 -0.39917  -0.1280
C2 -0.83364 2.97584 -0.13973  -0.0762
C3 -1.08242 0.62108 -0.25788  -0.0113
C4 0.83602 1.32383 0.55672  -0.0628
C5 0.56532 2.78026 0.25573  -0.2851
C6 -2.89834 -0.97173 0.50770  -0.1088
C7 -1.22362 -1.75206 -1.27790  -0.0600
C8 1.98518 -1.12936 1.74337  -0.2628
C9 2.55516 -0.67850 -1.37892  -0.2174
C10 -1.47235 -0.77960 -0.04378  -0.4259
Si1 2.29764 0.16774 0.40519  0.5418
H1 -2.62589 2.00859 -0.63079  0.0868
H2 -1.39482 3.84661 0.06397  0.0814
H3 1.14851 3.03096 -0.52421  0.0736
H4 0.85426 3.37076 1.12487  0.1225
H5 -3.07281 -0.37257 1.46022  0.0984
H6 -3.02552 -2.09729 0.71332  0.0933
H7 -3.74917 -0.87015 -0.21012  0.0799
H8 -2.26292 -2.21182 -1.32783  0.0737
H9 -0.44592 -2.50902 -1.16039  0.0646
H10 -1.11572 -1.27139 -2.25733  0.0681
H11 2.91636 -1.70077 2.08355  0.0427
H12 1.54332 -0.73665 2.68744  0.0331
H13 1.36094 -1.97343 1.42288  0.0081
H14 3.47137 -0.44219 -2.00858  0.0309
H15 2.88103 -1.66070 -1.03935  -0.0073
H16 1.57025 -0.55628 -1.92956  0.0235
H17 -0.80184 -1.22949 0.78141  0.1306
H18 3.65198 0.98805 0.77916  -0.0076

Output
**HOMO level (alpha / beta)**: -7.25 / -8.07 eV
**ΔE to the lowest compared entry with this formula, charge and spin**: 153.66 kcal per mole
**E_LUMO (alpha / beta)**: 0.12 / 0.17 eV
**Total energy**: -18533.08782 eV
**Multiplicity**: 1

=====

No. 4
A structure of composition C10H19AlF3O4 at a distorted geometry, computed with ωB97M-V with the def2-TZVPD basis set.

Each line ends with the Löwdin charge.
Cartesian coordinates (Å):
C1 -0.14281 -1.84259 2.37396  -0.1517
C2 1.49901 -1.69573 2.23232  -0.2095
C3 1.88634 -2.03357 0.64854  -0.2245
O1 2.20091 -0.73119 0.02323  -0.2992
C4 1.53094 -0.57995 -1.27843  -0.2763
Al1 -0.35641 0.23136 -1.18205  0.3542
C5 -0.51447 1.90996 -2.35003  -0.2551
C6 0.60319 3.08338 -2.02315  -0.2649
O2 0.48593 3.67819 -0.68367  -0.1229
C7 1.29734 2.97614 0.32048  -0.3089
C8 0.57244 2.74671 1.80936  -0.0492
O3 2.53105 2.49253 0.16228  -0.0366
C9 -1.78652 -1.19582 -1.69435  -0.2446
O4 -1.86247 -2.18133 -0.59889  -0.1430
C10 -3.15625 -2.12857 0.10460  -0.2575
F1 -3.24554 -3.17641 1.18954  -0.0061
F2 -3.36164 -0.82236 0.82345  0.0002
F3 -4.33357 -2.36246 -0.79734  -0.0040
H1 -0.66234 -0.97749 1.76234  0.0391
H2 -0.53903 -2.87326 1.97567  0.0741
H3 -0.38228 -1.65419 3.52052  0.0725
H4 1.82585 -0.56494 2.43089  0.1098
H5 2.10119 -2.40120 2.94850  0.0911
H6 2.84855 -2.73639 0.63342  0.1180
H7 0.99013 -2.60605 0.15715  0.1135
H8 1.43002 -1.61241 -1.84684  0.0669
H9 2.18217 0.13489 -1.93863  0.0665
H10 -0.62418 0.68595 0.32905  -0.0281
H11 -1.62328 2.29384 -2.33685  0.0552
H12 -0.30479 1.56184 -3.47256  0.0654
H13 0.36846 3.96353 -2.79516  0.1153
H14 1.70897 2.73519 -2.30126  0.1273
H15 -0.60669 2.72255 1.63656  0.0823
H16 0.84435 3.64421 2.51789  0.0793
H17 0.84555 1.69111 2.25485  0.0780
H18 -2.80868 -0.61714 -1.88520  0.0921
H19 -1.44143 -1.75835 -2.67019  0.0811

Output
**HOMO level**: -4.40 eV
**Net charge**: -1
**ΔE to the lowest compared entry with this formula, charge and spin**: 0.00 kcal per mole
**E_LUMO**: 3.11 eV
**Total energy**: -33612.56017 eV
**Multiplicity**: 1

=====

No. 5
A structure of composition C10H19B2BaF8O8 at a distorted geometry, computed with ωB97M-V with the def2-TZVPD basis set.

Each line ends with the Löwdin charge.
Cartesian coordinates (Å):
Ba1 0.65548 0.29527 0.12524  2.1703
B1 2.48678 0.63334 2.82578  -1.2794
F1 2.39473 1.61923 3.84922  0.0631
F2 3.62073 -0.15864 3.05650  0.1050
F3 1.32693 -0.14490 2.77231  0.0455
F4 2.66707 1.28994 1.56731  -0.0270
B2 2.61196 1.67648 -2.08730  -1.2770
F5 2.83661 0.42881 -1.50171  0.0318
F6 1.73616 1.52203 -3.21648  0.0449
F7 1.91055 2.51974 -1.19002  0.0241
F8 3.81897 2.18971 -2.59683  0.0854
C1 -2.36608 -0.63037 3.32954  -0.0479
C2 -1.38827 -1.43851 2.44081  -0.7813
O1 -0.66822 -2.26049 3.00041  -0.0139
O2 -1.45962 -1.23743 1.17937  -0.2048
H1 -1.90292 -0.38468 4.28784  0.0576
H2 -3.30938 -1.16666 3.44989  0.0511
H3 -2.59813 0.32698 2.84411  0.0300
C3 2.59319 -3.59771 -1.10655  -0.0482
C4 1.98654 -3.25598 0.26271  -0.7520
O3 1.45706 -4.18615 0.89176  -0.0643
O4 2.09917 -2.04574 0.65203  -0.2067
H4 2.26353 -2.83683 -1.82425  0.0485
H5 2.05305 -4.46959 -1.48699  0.0531
H6 3.67665 -3.67865 -1.05464  0.0485
C5 -0.10286 -1.75743 -4.22178  -0.0502
C6 -0.26788 -2.34046 -2.80686  -0.7712
O5 -0.57729 -3.53731 -2.70280  -0.0551
O6 -0.20095 -1.46623 -1.89531  -0.1968
H7 0.12368 -2.49746 -4.99872  0.0454
H8 0.67693 -0.99578 -4.26966  0.0558
H9 -1.08418 -1.33723 -4.46793  0.0516
C7 -0.63033 2.30638 2.88069  -0.0780
O7 -0.88765 2.04244 1.50651  -0.3255
C8 -2.08766 2.55663 1.01590  -0.2453
C9 -2.46628 1.92732 -0.28349  -0.2383
O8 -1.34106 1.94154 -1.11897  -0.2834
C10 -1.64967 1.46468 -2.42958  -0.0843
H10 -0.03520 3.21515 2.99761  0.0974
H11 -0.19322 1.40381 3.29304  0.0816
H12 -1.56850 2.51913 3.41654  0.0835
H13 -2.08894 3.67090 0.98426  0.1269
H14 -2.90531 2.50159 1.76467  0.1174
H15 -3.30987 2.51486 -0.69470  0.1216
H16 -2.85831 0.90617 -0.20865  0.1341
H17 -0.70637 1.44167 -2.97895  0.0854
H18 -2.42599 2.11156 -2.84705  0.0823
H19 -1.91565 0.39889 -2.40482  0.0885

Output
**HOMO level**: 1.20 eV
**Net charge**: -3
**ΔE to the lowest compared entry with this formula, charge and spin**: 0.00 kcal per mole
**E_LUMO**: 5.81 eV
**Total energy**: -50859.98160 eV
**Multiplicity**: 1

=====

No. 6
A structure of composition C10H19Cl7NO4 at a distorted geometry, computed with ωB97M-V with the def2-TZVPD basis set.

Each line ends with the Löwdin charge.
Cartesian coordinates (Å):
Cl1 0.16336 1.47160 0.00706  0.7294
O1 0.38904 2.40222 1.08882  -0.2753
O2 -0.80118 0.55520 0.43153  -0.4277
O3 -0.44781 2.16846 -1.10914  -0.3817
O4 1.37904 0.85849 -0.44261  -0.3482
Cl2 -3.55563 1.75637 -2.00702  0.5745
C1 -2.79531 1.17047 -0.48010  -0.6183
C2 -3.85797 1.08385 0.69221  -0.6931
Cl3 -4.69995 2.51379 1.09783  0.5885
H1 -1.87692 1.72409 -0.28480  0.0300
H2 -2.51403 0.14834 -0.73354  0.0484
H3 -3.25278 0.67370 1.50068  0.0682
H4 -4.52980 0.23287 0.58004  0.0688
Cl4 -1.98179 0.27525 -3.75764  0.5852
C3 -1.06843 0.40498 -2.30484  -0.7405
C4 -0.83447 -0.99386 -1.64156  -0.5342
Cl5 0.17865 -2.09679 -2.56925  0.7823
H5 -1.61956 1.04123 -1.61235  -0.0789
H6 -0.14966 0.97504 -2.44269  0.0793
H7 -1.72473 -1.59111 -1.44449  0.0851
H8 -0.32987 -0.91143 -0.67892  0.0211
Cl6 2.82148 -0.23371 -3.72071  0.4995
C5 2.42906 -1.69559 -2.64089  -0.6954
C6 2.07743 -1.15271 -1.23326  -0.6864
Cl7 1.73670 -2.43707 -0.11479  0.8072
H9 3.34216 -2.28976 -2.60479  0.0608
H10 1.60147 -2.31859 -2.98012  -0.1690
H11 1.17723 -0.53826 -1.21984  -0.0182
H12 3.00068 -0.71453 -0.85417  0.0932
C7 1.50759 0.88509 3.58048  -0.1025
C8 0.48732 0.12791 2.64543  -0.1887
C9 1.27445 -0.82262 1.64689  -0.3012
C10 1.96265 -1.99917 2.20142  -0.3770
N1 2.53102 -2.92684 2.61446  0.1002
H13 2.25846 1.37330 2.95925  0.0631
H14 2.08708 0.34489 4.32914  0.0573
H15 1.15010 1.70693 4.20086  0.0575
H16 -0.04486 0.83707 2.01141  0.0278
H17 -0.20837 -0.42441 3.27714  0.1067
H18 2.11098 -0.34447 1.13729  0.0950
H19 0.62711 -1.24011 0.87569  0.0072

Output
**HOMO level**: -6.55 eV
**Net charge**: -1
**ΔE to the lowest compared entry with this formula, charge and spin**: 286.56 kcal per mole
**E_LUMO**: 2.78 eV
**Total energy**: -107998.88260 eV
**Multiplicity**: 1

=====

> Look up the ΔE to the lowest compared entry with this formula, charge and spin of the fifth one.

0.00 kcal per mole

=====

> Which formula does entry 3 have?

C10H18Si

=====

> Which of these has the highest ΔE to the lowest compared entry with this formula, charge and spin?

C10H19Cl7NO4

=====

> What is the ΔE to the lowest compared entry with this formula, charge and spin in the fifth record?

0.00 kcal per mole